Computed, not measured: a molecular structure, C30H33BrN8O3SW at a distorted geometry, with ωB97M-V/def2-TZVPD.

Values from the calculation:
**Orbital gap (alpha / beta)**: 2.1 / 1.4 eV
**Calculated total energy**: -132395.3370 eV
**ΔE to the lowest compared entry with this formula, charge and spin**: 35.7 kcal/mol
**HOMO energy (alpha / beta)**: -10.725 / -10.722 eV

The geometry in ORCA input format:
```
! RIJCOSX wB97M-V def2-TZVPD def2/J DEFGRID3
* xyz 2 3
W 0.0812 1.2571 0.4178
C -3.9535 0.8203 -1.2276
C -2.4836 0.8858 -0.9850
N -1.9295 0.9733 0.2207
C -2.7804 1.0453 1.4006
C -2.0263 0.3638 2.5395
N -0.6511 0.8902 2.5474
C -0.4717 2.1520 3.2866
C 1.0348 2.4283 3.2859
N 1.5382 2.1896 1.9156
C 2.8270 1.4920 1.8277
C 3.1649 1.3565 0.3382
N 1.9451 1.2292 -0.4487
C 2.0733 1.0861 -1.7624
C 3.3878 1.0127 -2.4561
C 0.8127 0.9890 -2.4242
C 0.6047 0.8691 -3.8001
C -0.6875 0.7714 -4.2921
C -1.7479 0.7706 -3.4039
C -1.5087 0.8709 -2.0271
N -0.2325 1.0029 -1.5297
H -4.4656 1.6642 -0.7663
H -4.3753 -0.0981 -0.8135
H -4.1693 0.8404 -2.2896
H -3.7441 0.5532 1.2444
H -2.9818 2.0924 1.6642
H -1.9846 -0.7133 2.3426
H -2.5326 0.5175 3.4984
H -0.0714 0.1933 3.0319
H -0.8432 2.0787 4.3143
H -1.0156 2.9518 2.7714
H 1.5385 1.7551 3.9863
H 1.2364 3.4523 3.6111
H 1.6784 3.1144 1.4869
H 2.7331 0.5101 2.3027
H 3.6268 2.0344 2.3477
H 3.8246 0.4972 0.1706
H 3.7085 2.2519 0.0079
H 3.9748 0.1727 -2.0840
H 3.9678 1.9209 -2.2901
H 3.2609 0.8870 -3.5236
H 1.4417 0.8626 -4.4777
H -0.8647 0.7090 -5.3533
H -2.7562 0.6909 -3.7730
O -2.5867 -7.4720 -0.9214
S -1.6684 -7.4527 -2.0407
O -1.6564 -6.2620 -2.8363
O -1.2584 -8.6801 -2.6350
C -0.2779 -7.0838 -0.7817
N 0.2665 -8.0311 -0.0909
C 1.0588 -7.6459 0.9000
C 1.2468 -6.2932 1.1879
C 0.5863 -5.3710 0.3759
N -0.1818 -5.8067 -0.6314
C 0.5936 -3.9123 0.5196
C 1.4748 -3.1932 1.3238
C 1.3475 -1.8179 1.3943
N 0.4289 -1.1068 0.7274
C -0.4047 -1.8083 -0.0620
C -0.3598 -3.1779 -0.1939
H 1.5327 -8.4322 1.4719
H 1.8628 -5.9957 2.0214
H 2.2517 -3.6865 1.8848
H 2.0267 -1.2709 2.0363
H -1.1561 -1.2514 -0.6094
H -1.0485 -3.7005 -0.8392
Br -0.6987 8.0489 -0.6748
C -0.4975 6.1697 -0.4202
C -1.6080 5.3734 -0.1920
C -1.4508 4.0147 0.0257
C -0.2025 3.3756 0.0331
C 0.8837 4.2212 -0.2575
C 0.7569 5.5833 -0.4695
H -2.5897 5.8197 -0.1964
H -2.3619 3.4499 0.1803
H 1.8839 3.8144 -0.3816
H 1.6249 6.1856 -0.6824
*
```

Want to see where the charge sits? The Löwdin charges in e are: atom 1 (W): 1.717, atom 2 (C): 0.044, atom 3 (C): -0.221, atom 4 (N): -0.103, atom 5 (C): -0.148, atom 6 (C): -0.137, atom 7 (N): -0.160, atom 8 (C): -0.157, atom 9 (C): -0.122, atom 10 (N): -0.158, atom 11 (C): -0.149, atom 12 (C): -0.147, atom 13 (N): -0.089, atom 14 (C): -0.203, atom 15 (C): 0.042, atom 16 (C): -0.146, atom 17 (C): 0.079, atom 18 (C): 0.041, atom 19 (C): 0.082, atom 20 (C): -0.164, atom 21 (N): -0.026, atom 22 (H): 0.116, atom 23 (H): 0.125, atom 24 (H): 0.089, atom 25 (H): 0.137, atom 26 (H): 0.132, atom 27 (H): 0.137, atom 28 (H): 0.147, atom 29 (H): 0.141, atom 30 (H): 0.147, atom 31 (H): 0.122, atom 32 (H): 0.139, atom 33 (H): 0.149, atom 34 (H): 0.099, atom 35 (H): 0.102, atom 36 (H): 0.151, atom 37 (H): 0.145, atom 38 (H): 0.140, atom 39 (H): 0.119, atom 40 (H): 0.117, atom 41 (H): 0.089, atom 42 (H): 0.132, atom 43 (H): 0.143, atom 44 (H): 0.133, atom 45 (O): -0.346, atom 46 (S): 0.408, atom 47 (O): -0.364, atom 48 (O): -0.316, atom 49 (C): -0.366, atom 50 (N): 0.161, atom 51 (C): -0.074, atom 52 (C): 0.014, atom 53 (C): -0.222, atom 54 (N): 0.138, atom 55 (C): -0.092, atom 56 (C): 0.034, atom 57 (C): -0.128, atom 58 (N): -0.070, atom 59 (C): -0.129, atom 60 (C): 0.055, atom 61 (H): 0.119, atom 62 (H): 0.098, atom 63 (H): 0.124, atom 64 (H): 0.091, atom 65 (H): 0.087, atom 66 (H): 0.134, atom 67 (Br): 0.811, atom 68 (C): -0.656, atom 69 (C): -0.102, atom 70 (C): -0.117, atom 71 (C): -0.267, atom 72 (C): -0.140, atom 73 (C): -0.102, atom 74 (H): 0.114, atom 75 (H): 0.076, atom 76 (H): 0.086, atom 77 (H): 0.114